[1]
The following is a quantum chemistry calculation of a molecular structure, C36H37GeN3ORhSeSi at a distorted geometry, from the OMol25 dataset.

Results
**Frontier orbital gap (alpha / beta)**: 4.7 / 6.6 eV
**2S+1**: 5
**Net charge**: -1
**Highest occupied orbital energy (alpha / beta)**: -2.1 / -4.1 eV

```
81
Properties=species:S:1:pos:R:3:forces:R:3
Rh -0.7817 0.1852 -1.5309 3.344 -0.667 2.683
C -3.7877 0.7559 -4.4228 -0.333 0.493 -0.043
C -2.6352 0.2824 -3.6103 0.997 0.345 -0.362
N -2.2256 0.9848 -2.5199 -1.294 -1.230 -2.867
N -2.8544 2.0275 -2.0779 -0.673 2.064 0.681
C -2.0779 2.7502 -1.2372 -2.638 -1.273 -1.549
O -0.9352 2.4196 -0.8817 1.324 0.458 0.544
C -2.7951 3.9486 -0.8015 0.715 0.737 0.228
C -2.0418 5.0074 -0.2869 -1.314 1.641 -0.521
C -2.6953 6.2678 -0.0792 -0.295 -0.930 0.270
C -4.1115 6.3603 -0.1313 1.232 -1.143 -0.208
C -4.8369 5.1938 -0.4924 0.151 0.895 0.547
C -4.1710 4.0543 -0.9595 -1.310 1.027 0.647
C -1.6829 -0.6614 -4.0900 -0.384 1.345 1.978
C -1.8439 -1.4198 -5.2451 0.844 -1.197 -1.447
C -0.9015 -2.4040 -5.5350 0.013 0.828 0.350
C 0.2791 -2.4921 -4.6968 -0.109 -0.531 -0.493
C 0.4360 -1.6256 -3.6394 0.579 0.780 -0.116
N -0.5134 -0.7422 -3.2909 -0.489 -1.236 -2.299
H -4.3063 1.5243 -3.8743 -0.260 0.171 0.473
H -4.5190 0.0050 -4.6803 -0.123 -0.485 -0.107
H -3.5051 1.2803 -5.3380 0.332 -0.238 -0.240
H -0.9643 4.8786 -0.2570 -0.124 0.162 0.223
H -2.1287 7.1629 0.2005 -0.070 -0.413 -0.137
H -4.5876 7.3191 0.0778 -0.035 -0.393 0.088
H -5.9275 5.1906 -0.2923 0.664 -0.010 -0.796
H -4.7957 3.3028 -1.4320 0.531 -0.294 0.350
H -2.6379 -1.1081 -5.9368 0.191 -0.622 0.333
H -0.9351 -3.0462 -6.4311 -0.203 0.511 0.498
H 1.0521 -3.2036 -4.9924 -0.088 0.290 0.287
H 1.4047 -1.4399 -3.0914 -1.027 -0.822 -0.574
C -0.2885 -0.1461 0.4754 1.000 1.189 0.765
Ge 1.2673 0.0834 1.5680 0.554 0.122 1.132
C 1.2934 1.8427 2.4179 0.517 -0.379 0.159
C 0.5677 2.8490 1.8075 -0.644 0.224 0.422
C 0.0261 3.9010 2.5584 0.432 -0.017 0.077
C 0.4607 4.1059 3.8468 1.200 -1.076 0.325
C 1.4006 3.1738 4.3726 -0.797 1.444 -0.524
C 1.8102 2.0436 3.7114 -1.224 0.284 -0.453
C 1.4030 -1.1414 3.1570 0.002 -0.744 -0.674
C 0.7911 -0.9220 4.3786 -0.855 0.607 0.660
C 0.8811 -1.7973 5.4491 0.432 -0.204 0.736
C 1.6418 -2.9520 5.3579 0.838 -0.524 -1.139
C 2.1634 -3.3109 4.0925 -0.390 1.597 -0.316
C 2.0469 -2.3791 3.0078 -0.268 -1.463 0.426
C 3.0313 -0.1098 0.7627 0.063 -0.407 0.498
C 4.2354 0.0907 1.4981 -1.113 -0.269 -1.747
C 5.4246 -0.1946 0.8152 -0.086 -0.068 0.671
C 5.4201 -0.5602 -0.5280 -1.171 -0.469 -1.469
C 4.2070 -0.7518 -1.2540 0.199 1.044 1.823
C 3.0044 -0.5647 -0.5467 0.847 -0.058 -0.299
H -1.0322 0.6128 0.8013 0.218 -0.693 0.311
H 0.3517 2.7594 0.7599 -0.588 -0.087 -0.222
H -0.7622 4.5315 2.2024 -0.076 0.357 -0.687
H 0.1611 4.9861 4.4136 -0.087 -0.360 0.034
H 1.7927 3.3754 5.3214 0.523 0.213 1.455
H 2.3841 1.3207 4.2712 0.164 -0.227 -0.256
H 0.1761 -0.0396 4.5695 0.249 -0.018 -0.359
H 0.4206 -1.5658 6.4149 0.070 0.126 -0.410
H 1.9214 -3.5499 6.2294 -0.540 0.047 -0.231
H 2.6589 -4.2658 3.9487 0.054 0.141 -0.001
H 2.3484 -2.7158 1.9940 0.197 0.384 0.763
H 4.1243 0.4973 2.5069 0.554 -0.338 -0.229
H 6.3731 -0.1970 1.3445 -0.015 0.314 -0.063
H 6.3404 -0.7201 -1.0936 -0.050 0.095 0.450
H 4.1629 -0.8696 -2.3189 0.329 -0.488 -0.344
H 2.0113 -0.7527 -0.9787 0.536 0.286 -0.173
C -0.4677 -5.0002 1.2343 0.641 0.866 -0.230
Si -0.2033 -3.9316 -0.2752 -1.352 1.016 -0.466
C -1.3490 -4.4875 -1.6784 -0.572 0.841 -0.025
C 1.5061 -3.7503 -0.8826 1.762 -1.457 -1.213
Se -1.1840 -1.7880 0.2705 -1.231 -1.911 0.346
H -1.1282 -4.4866 1.9146 -0.235 0.108 0.293
H 0.4870 -5.1423 1.7133 0.378 -0.055 0.446
H -0.8625 -5.9546 0.9912 -0.460 -0.937 -0.319
H -1.0257 -5.4184 -2.1640 0.085 0.231 0.099
H -1.3754 -3.6471 -2.4347 -0.065 -0.998 0.641
H -2.3838 -4.6608 -1.2857 0.751 0.257 -0.351
H 1.7350 -4.3539 -1.8304 -0.553 0.445 1.314
H 2.2673 -4.0366 -0.1434 -0.185 -0.067 -0.045
H 1.7904 -2.7680 -1.1879 -0.185 0.817 -0.024
```
Forces are in eV/Å.

Löwdin atomic charge list, values in e, 8 entries: Rh 0.963; C -0.066; C -0.276; N -0.208; N 0.035; C -0.493; O -0.116; C -0.167



[2]
The following is a quantum chemistry calculation of a molecular structure, C36H37NP2SSn at a distorted geometry, from the OMol25 dataset.

Results
**Frontier orbital gap**: 5.9 eV
**Highest occupied orbital energy**: -6.8 eV

```
78
Properties=species:S:1:pos:R:3:forces:R:3
Sn 0.0916 1.2125 -1.6334 0.937 -0.504 3.386
C -1.9047 1.1829 -5.7861 -0.620 -0.408 -0.061
C -1.8876 -0.1355 -5.5406 -0.590 0.549 -0.895
C -1.2197 -1.1549 -6.4199 -0.019 -0.174 -0.065
C 0.1503 -0.7490 -7.0172 0.180 -0.185 -0.160
C 0.9848 0.1649 -6.1504 0.597 0.285 -0.222
C 0.9001 1.4935 -6.0445 0.633 -0.096 -0.930
C 0.0372 2.3410 -6.9444 -0.484 0.346 0.329
C -1.4346 1.8454 -7.0385 0.663 0.257 -0.398
C 1.0049 0.2480 0.1961 -0.330 0.810 -0.193
H -2.3751 1.8882 -5.1086 -0.189 -0.513 -0.044
H -2.5550 -0.5573 -4.7951 0.419 0.271 0.248
H -1.9004 -1.4683 -7.2258 0.153 0.134 0.027
H -1.0644 -2.0612 -5.8304 -0.087 0.005 -0.049
H 0.7361 -1.6746 -7.1525 -0.259 0.309 -0.144
H -0.0045 -0.3298 -8.0189 0.143 0.068 0.207
H 1.8073 -0.3472 -5.6506 -0.257 0.388 0.015
H 1.6158 2.0570 -5.4329 -0.462 -0.512 -0.210
H 0.4642 2.3977 -7.9631 -0.038 -0.023 0.421
H 0.0314 3.3677 -6.5438 0.032 -0.265 -0.187
H -2.0651 2.7308 -7.2211 0.087 -0.420 -0.064
H -1.5358 1.1741 -7.8996 -0.086 0.138 0.178
H 0.7541 0.9585 0.9912 0.249 -0.481 0.151
H 2.0850 0.0906 0.0826 -0.367 -0.011 0.324
H 0.4605 -0.6963 0.3484 0.326 0.326 0.103
P -1.5157 -0.8119 -2.1918 0.678 2.041 0.701
P 2.3358 -0.0631 -2.5579 -0.011 1.179 2.101
C -0.2083 -1.3306 -3.3602 1.403 -0.423 -0.468
C 1.1424 -1.0131 -3.4754 -1.684 -1.501 -1.584
C -2.4093 -2.3125 -1.7346 -0.231 -0.932 -0.426
C -2.7931 -3.2218 -2.7463 -0.319 0.143 0.700
C -3.6155 -4.3086 -2.4288 0.300 0.154 -0.334
C -4.0146 -4.5386 -1.1155 0.135 0.351 0.048
C -3.5887 -3.6701 -0.1064 -0.053 -0.263 -0.215
C -2.7743 -2.5812 -0.4041 0.142 0.534 -0.166
C -2.7787 0.5115 -2.6753 -0.254 0.046 -0.369
C -2.4475 1.8712 -2.9072 0.269 0.356 -0.309
C -3.4285 2.8719 -2.9450 -0.237 -0.607 -0.115
C -4.7751 2.5108 -2.9739 -0.105 0.007 0.252
C -5.1258 1.1726 -2.7879 0.316 0.046 -0.058
C -4.1433 0.2004 -2.5967 0.148 -0.508 0.227
C 3.6275 -1.1023 -1.8620 0.561 -0.345 0.170
C 3.3241 -2.3507 -1.2718 -0.230 0.484 -0.502
C 4.3472 -3.1842 -0.8470 0.569 -0.252 0.207
C 5.6893 -2.7817 -0.9419 -0.336 0.394 -0.200
C 5.9903 -1.5044 -1.4424 -0.204 -0.270 0.324
C 4.9723 -0.6517 -1.8645 -0.569 -0.449 -0.112
C 2.9998 1.6325 -2.7864 0.324 0.694 -0.962
C 2.9088 2.6820 -1.8114 -0.295 -0.715 -0.541
C 3.1246 4.0111 -2.1771 0.298 -0.206 0.029
C 3.4673 4.3373 -3.4903 -0.050 -0.512 -0.532
C 3.6062 3.3181 -4.4466 0.386 0.378 0.158
C 3.4667 1.9792 -4.0666 -0.401 0.110 -0.023
H -0.5327 -2.2043 -3.9492 0.572 0.521 -0.016
H 1.6411 -1.5626 -4.2793 -0.389 -0.551 0.437
H -2.4673 -3.0674 -3.7706 -0.197 -0.003 0.026
H -3.9515 -4.9659 -3.2298 0.130 0.069 0.206
H -4.6523 -5.3923 -0.8827 0.155 0.277 -0.032
H -3.9109 -3.8479 0.9144 0.175 0.082 -0.067
H -2.4237 -1.9130 0.3855 -0.212 -0.109 -0.100
H -1.4146 2.1987 -3.1751 -1.397 -0.419 0.461
H -3.1445 3.9245 -2.9733 0.042 -0.329 -0.292
H -5.5515 3.2685 -3.1443 0.371 -0.353 0.268
H -6.1667 0.8737 -2.7683 0.037 0.048 -0.022
H -4.4335 -0.8394 -2.3701 0.041 0.642 -0.184
H 2.2735 -2.6412 -1.1509 0.460 0.013 -0.144
H 4.1163 -4.1706 -0.4274 0.025 0.479 -0.133
H 6.4941 -3.4384 -0.6029 -0.318 0.192 -0.153
H 7.0267 -1.1725 -1.4973 -0.254 -0.047 0.074
H 5.1973 0.3618 -2.1939 0.026 -0.313 -0.118
H 2.6458 2.4585 -0.7792 -0.082 -0.083 -0.170
H 3.0168 4.8114 -1.4399 0.085 -0.396 -0.156
H 3.6459 5.3751 -3.7804 -0.205 -0.316 0.115
H 3.8187 3.5721 -5.4986 0.079 -0.175 0.685
H 3.6462 1.1764 -4.7906 -0.188 0.403 0.176
S -1.9989 1.4742 0.6934 -0.411 0.819 -0.995
C -1.7959 0.4212 1.9374 0.750 -2.526 2.632
N -1.6391 -0.3510 2.8306 -0.477 1.846 -2.269
```
Forces are in eV/Å.

Löwdin atomic charge list, values in e, 8 entries: Sn 0.997; C -0.093; C -0.121; C -0.183; C -0.164; C -0.129; C -0.098; C -0.171



[3]
The following is a quantum chemistry calculation of 3 unconnected molecules or ions with the total composition C36H38BF3O3 at a distorted geometry, from the OMol25 dataset.

Results
**Frontier orbital gap**: 5.4 eV
**Highest occupied orbital energy**: -6.5 eV

```
81
Properties=species:S:1:pos:R:3:forces:R:3
C -3.0535 -4.6600 -1.4299 -0.320 0.224 0.447
C -2.1465 -3.4522 -1.5732 -0.499 0.000 -0.130
C -2.3007 -2.9133 -3.0017 0.275 0.035 0.221
C -2.2643 -2.3116 -0.4600 -0.303 -0.625 0.166
C -3.0294 -1.0669 -0.8585 -0.085 0.129 -0.283
C -2.8281 -2.8428 0.8601 0.066 -0.047 0.130
O -0.8884 -1.9142 -0.2731 0.259 -0.790 -0.497
B -0.1144 -2.8537 -0.9272 -0.059 0.229 0.441
C 1.4028 -2.6671 -1.1496 0.197 -0.038 -0.042
C 2.2535 -2.3529 -0.0897 0.524 0.002 -0.313
C 3.6302 -2.2947 -0.2887 -0.369 -0.054 0.082
C 4.1422 -2.5579 -1.5523 0.363 -0.045 0.192
C 5.6398 -2.5905 -1.7151 0.871 0.147 -0.227
F 6.0378 -3.4351 -2.7050 -0.301 0.503 0.484
F 6.1490 -1.3569 -2.0298 -0.337 -0.810 0.215
F 6.2891 -2.9952 -0.5848 -0.544 0.327 -0.687
C 3.3071 -2.7902 -2.6393 -0.241 0.010 -0.089
C 1.9269 -2.8408 -2.4391 0.642 0.086 0.428
C 0.4750 -1.2091 3.7987 -1.613 0.618 0.412
C -0.2079 -2.4288 3.3410 -0.643 -0.390 -0.029
C 1.1789 -2.4994 3.9143 1.025 -0.486 -0.473
O -0.7923 -3.9370 -1.4252 0.022 0.979 -0.067
H -4.0826 -4.3886 -1.6813 0.044 -0.091 0.013
H -2.7142 -5.4436 -2.1081 -0.032 0.068 0.009
H -3.0490 -5.0420 -0.4074 0.086 -0.105 -0.165
H -3.3619 -2.8117 -3.2276 0.062 0.163 -0.142
H -1.7996 -1.9480 -3.1476 -0.079 -0.199 0.029
H -1.8535 -3.6392 -3.6875 -0.141 0.070 0.052
H -4.0511 -1.3166 -1.1646 0.120 0.053 -0.027
H -3.0903 -0.3911 0.0023 0.073 -0.090 -0.186
H -2.5104 -0.5396 -1.6687 -0.292 -0.111 0.196
H -3.8521 -3.2028 0.7039 0.182 0.036 0.065
H -2.2227 -3.6589 1.2823 -0.173 0.195 -0.216
H -2.8748 -2.0343 1.6018 0.137 -0.157 -0.191
H 1.8645 -2.1681 0.9033 -0.099 -0.030 -0.045
H 4.2880 -2.0680 0.5436 0.004 -0.080 -0.130
H 3.7314 -2.9448 -3.6299 -0.081 -0.009 0.235
H 1.2688 -3.0148 -3.2809 -0.017 -0.136 0.049
H 0.2165 -0.6616 4.6997 -0.211 0.038 -0.236
H -1.0650 -2.8652 3.8592 0.243 0.140 -0.039
H -0.2259 -2.6094 2.2600 -0.160 0.158 0.220
H 1.9510 -2.7512 3.1785 -0.063 -0.046 0.278
H 1.3391 -2.9762 4.8903 -0.005 0.488 -0.298
C 4.8105 3.5534 4.0218 0.235 0.311 0.153
C 3.6944 2.7362 3.4439 -0.166 0.336 0.042
C 3.7689 1.3394 3.4798 -0.368 -0.195 -0.213
C 2.7084 0.5817 3.0220 -0.457 0.172 -0.312
C 1.5388 1.1814 2.4629 1.401 1.528 0.113
C 0.5165 0.4241 1.8296 0.566 -2.301 -0.019
C -0.2559 1.0240 0.7316 -1.904 1.123 -0.383
C -1.3304 1.9012 1.0039 0.641 -0.020 -0.154
C -2.0087 2.5833 -0.0012 -0.281 -0.202 -0.295
C -1.6839 2.3358 -1.3369 -0.203 -0.842 0.031
O -2.5742 2.6653 -2.3665 0.559 0.666 0.553
C -2.9887 3.9894 -2.4778 0.300 -0.038 -0.215
C -4.2294 4.2034 -3.0821 0.179 0.022 0.128
C -4.6346 5.5061 -3.3593 0.410 0.185 0.161
C -3.7950 6.5873 -3.0557 0.137 -0.174 0.100
C -2.5533 6.3564 -2.4495 -0.312 -0.356 0.064
C -2.1489 5.0531 -2.1312 -0.287 0.124 -0.264
C -0.5955 1.5009 -1.6532 -0.670 0.483 0.221
C 0.0806 0.8400 -0.6412 0.473 0.038 1.127
C 1.5075 2.6160 2.4088 -0.179 -1.127 -0.188
C 2.5586 3.3606 2.9092 0.551 -0.048 0.328
H 4.5421 4.6159 4.0432 0.101 -0.190 -0.008
H 5.0233 3.2443 5.0530 -0.008 0.055 -0.172
H 5.7469 3.4547 3.4540 -0.241 -0.034 0.077
H 4.6585 0.8466 3.8882 -0.335 0.205 -0.163
H 2.7380 -0.5051 3.0492 0.100 0.212 0.166
H 0.4739 -0.6732 1.8513 1.212 0.734 -0.803
H -1.6129 2.0583 2.0438 0.027 0.014 -0.196
H -2.8396 3.2503 0.2407 0.201 -0.264 -0.094
H -4.8446 3.3384 -3.3344 0.165 0.277 0.061
H -5.5998 5.6843 -3.8234 0.121 -0.036 0.051
H -4.1037 7.6094 -3.2862 0.082 -0.363 0.056
H -1.8897 7.1878 -2.2168 -0.186 -0.158 -0.044
H -1.1850 4.8579 -1.6550 -0.319 0.085 -0.207
H -0.3159 1.3624 -2.6938 -0.119 -0.065 0.130
H 0.9295 0.2055 -0.9006 -0.257 0.082 0.114
H 0.6580 3.1132 1.9322 0.345 -0.164 0.276
H 2.5226 4.4562 2.9023 -0.038 -0.432 -0.071
```
Forces are in eV/Å.

Löwdin atomic charge list, values in e, 8 entries: C -0.011; C -0.446; C -0.003; C -0.431; C 0.002; C -0.013; O 0.123; B -0.609



Computed total energy (Ha) in order:
-6511.80719, -2743.69447, -1944.70234
Computed ΔE to the lowest compared entry with this formula, charge and spin (kcal per mole) in order:
34.83, 76.60, 0.00